Record 1
A 8-piece molecular cluster, C48H40N8O16 overall in a non-equilibrium geometry. Source: the Open Molecules 2025 dataset; level of theory: wB97M-V/def2-TZVPD.

Results
LUMO energy (spin up / spin down)	-6.0716 / -9.6532	eV
maximum force	0.103	hartree/bohr
frontier orbital gap (spin up / spin down)	0.1784 / 0.0468	Ha
<S²>	0.77
charge	+1
HOMO energy (spin up / spin down)	-10.93 / -10.93	eV
spin multiplicity	2

Atoms and positions in Å:
C: 1.5530 -7.7611 1.8412
C: 0.7462 -8.1302 2.8678
C: 0.1966 -7.1977 3.7128
C: 0.4759 -5.8618 3.5185
C: 1.2210 -5.4009 2.4023
C: 1.8886 -6.4402 1.6866
N: -0.1242 -4.9651 4.5222
O: -0.9800 -5.3849 5.3364
O: 0.0749 -3.7593 4.3724
H: 1.9716 -8.4432 1.1159
H: 0.5598 -9.1599 3.1348
H: -0.4225 -7.4455 4.5623
H: 1.5422 -4.4074 2.1262
H: 2.4941 -6.0654 0.8746
C: 1.2961 -7.5054 -3.7200
C: 0.4547 -6.4766 -4.0549
C: -0.4304 -5.8996 -3.0920
C: -0.5348 -6.4531 -1.7821
C: 0.1979 -7.6146 -1.5112
C: 1.2179 -8.0959 -2.4320
N: -1.3356 -5.8804 -0.6963
O: -1.5522 -6.5995 0.2587
O: -2.0654 -4.8494 -0.9536
H: 1.8296 -8.0015 -4.5173
H: 0.5037 -6.1421 -5.0806
H: -1.1081 -5.1421 -3.4570
H: 0.1143 -8.2119 -0.6153
H: 1.6902 -9.0573 -2.2938
C: -5.3189 3.2234 -3.8980
C: -5.6204 4.5677 -3.8844
C: -5.2662 5.4101 -2.8600
C: -4.6869 4.8272 -1.7005
C: -4.4261 3.4923 -1.6854
C: -4.7022 2.7078 -2.7739
N: -4.4103 5.5530 -0.5418
O: -4.5988 6.7305 -0.6003
O: -4.1208 4.9247 0.5449
H: -5.6896 2.6251 -4.7171
H: -6.2590 4.8269 -4.7159
H: -5.5452 6.4535 -2.8612
H: -3.8205 2.8741 -1.0392
H: -4.2715 1.7174 -2.7756
C: 4.1442 4.6302 1.9105
C: 3.3044 4.2940 0.8653
C: 3.4924 3.1006 0.1622
C: 4.7228 2.3800 0.4183
C: 5.5302 2.7164 1.4930
C: 5.2523 3.8732 2.3105
N: 5.0484 1.2580 -0.5248
O: 4.1644 0.6439 -1.1457
O: 6.2588 1.0063 -0.5909
H: 3.8825 5.4347 2.5818
H: 2.4154 4.8452 0.5967
H: 2.8730 2.9370 -0.7073
H: 6.4646 2.2329 1.7370
H: 5.8175 4.1104 3.1997
C: 1.0635 0.8800 4.7800
C: 0.8766 1.1384 6.1075
C: 1.4275 2.3551 6.6358
C: 1.9871 3.3120 5.8688
C: 2.0454 3.1496 4.5131
C: 1.6029 1.9150 3.9855
N: 2.4921 4.5666 6.4827
O: 2.9468 4.4142 7.6306
O: 2.8550 5.5995 5.8942
H: 0.6099 0.0615 4.2407
H: 0.4640 0.4040 6.7834
H: 1.2150 2.6029 7.6652
H: 2.4206 3.9721 3.9223
H: 1.7251 1.7629 2.9233
C: -4.7070 -2.6717 1.3994
C: -4.6256 -1.3849 0.8806
C: -4.7020 -1.0736 -0.4374
C: -4.5867 -2.1382 -1.3645
C: -4.7388 -3.4491 -0.8584
C: -4.8104 -3.7366 0.4585
N: -4.5810 -1.9047 -2.8083
O: -4.9806 -0.7426 -3.1035
O: -4.2521 -2.7531 -3.6253
H: -4.8019 -2.8240 2.4644
H: -4.3447 -0.5269 1.4733
H: -4.5604 -0.0849 -0.8484
H: -4.7890 -4.2139 -1.6193
H: -4.9385 -4.7737 0.7312
C: 2.0729 4.7259 -3.3314
C: 1.6088 5.3781 -4.4719
C: 2.1704 6.5787 -4.9272
C: 3.2209 7.1370 -4.1747
C: 3.6254 6.5136 -3.0126
C: 3.1256 5.2650 -2.6092
N: 3.7561 8.4908 -4.5218
O: 4.8261 8.8664 -4.0388
O: 2.9908 9.1162 -5.3062
H: 1.6950 3.7544 -3.0487
H: 0.7235 5.0195 -4.9759
H: 1.7821 7.0057 -5.8400
H: 4.3375 7.0117 -2.3713
H: 3.6246 4.6910 -1.8425
C: -0.2540 -2.1314 0.9906
C: -1.2507 -2.1158 0.0744
C: -1.2843 -1.1119 -0.9245
C: -0.2499 -0.1592 -0.8370
C: 0.8999 -0.3028 0.0146
C: 0.8958 -1.2677 0.9871
N: -0.4031 1.0218 -1.6486
O: 0.4827 1.9626 -1.6126
O: -1.4742 1.1637 -2.2308
H: -0.4276 -2.6000 1.9480
H: -2.0495 -2.8161 0.2686
H: -2.1255 -1.0792 -1.6011
H: 1.7524 0.3577 0.0718
H: 1.5058 -1.3764 1.8717

Results of the Mulliken charge analysis, in e, for atoms 1 through 99: atom 1 (C): -0.5185, atom 2 (C): -0.5935, atom 3 (C): -0.2931, atom 4 (C): -0.0166, atom 5 (C): -0.1105, atom 6 (C): -0.8116, atom 7 (N): 0.9226, atom 8 (O): -0.5590, atom 9 (O): -0.5539, atom 10 (H): 0.6644, atom 11 (H): 0.4300, atom 12 (H): 0.5469, atom 13 (H): 0.5133, atom 14 (H): 0.4403, atom 15 (C): -0.5034, atom 16 (C): -0.3800, atom 17 (C): -0.1220, atom 18 (C): -0.1180, atom 19 (C): -0.0782, atom 20 (C): -0.3325, atom 21 (N): 0.9179, atom 22 (O): -0.4940, atom 23 (O): -0.3128, atom 24 (H): 0.3990, atom 25 (H): 0.4335, atom 26 (H): 0.5450, atom 27 (H): 0.6015, atom 28 (H): 0.4385, atom 29 (C): -0.6625, atom 30 (C): -0.3318, atom 31 (C): -0.5814, atom 32 (C): -0.1127, atom 33 (C): -0.0488, atom 34 (C): 0.1267, atom 35 (N): 0.9560, atom 36 (O): -0.5821, atom 37 (O): -0.5813, atom 38 (H): 0.4197, atom 39 (H): 0.3310, atom 40 (H): 0.4663, atom 41 (H): 0.4078, atom 42 (H): 0.1945, atom 43 (C): -0.8480, atom 44 (C): -0.2728, atom 45 (C): -0.4840, atom 46 (C): 0.1733, atom 47 (C): -0.5704, atom 48 (C): -0.3624, atom 49 (N): 0.9725, atom 50 (O): -0.5633, atom 51 (O): -0.5729, atom 52 (H): 0.5059, atom 53 (H): 0.5619, atom 54 (H): 0.5550, atom 55 (H): 0.4587, atom 56 (H): 0.4956, atom 57 (C): -0.5890, atom 58 (C): -0.6298, atom 59 (C): -0.3941, atom 60 (C): 0.1208, atom 61 (C): -0.3771, atom 62 (C): -0.1771, atom 63 (N): 0.8228, atom 64 (O): -0.5007, atom 65 (O): -0.5592, atom 66 (H): 0.5073, atom 67 (H): 0.3940, atom 68 (H): 0.3921, atom 69 (H): 0.5067, atom 70 (H): 0.4637, atom 71 (C): -0.8022, atom 72 (C): -0.1503, atom 73 (C): -0.2141, atom 74 (C): 0.2127, atom 75 (C): -0.8039, atom 76 (C): -0.3496, atom 77 (N): 1.0794, atom 78 (O): -0.5696, atom 79 (O): -0.6228, atom 80 (H): 0.4679, atom 81 (H): 0.4252, atom 82 (H): 0.4054, atom 83 (H): 0.4406, atom 84 (H): 0.4464, atom 85 (C): -0.4446, atom 86 (C): -0.4613, atom 87 (C): -0.4252, atom 88 (C): 0.0385, atom 89 (C): -0.3927, atom 90 (C): -0.1783, atom 91 (N): 0.8805, atom 92 (O): -0.5329, atom 93 (O): -0.5362, atom 94 (H): 0.3374, atom 95 (H): 0.4106, atom 96 (H): 0.4249, atom 97 (H): 0.4056, atom 98 (H): 0.4684, atom 99 (C): -1.1377

***

Record 2
C48H41Br2CaN13O6S2 as an isolated structure. Source: the Open Molecules 2025 dataset; level of theory: wB97M-V/def2-TZVPD.

Results
LUMO energy	0.0421	eV
maximum force	0.013	hartree/bohr
frontier orbital gap	0.2804	Ha
charge	0
HOMO energy	-7.59	eV

Atoms and positions in Å:
Ca: 0.3644 0.2319 -0.2140
C: -0.2096 -4.9193 2.8439
N: -0.2387 -4.0015 1.7195
C: -0.5923 -2.7141 1.6760
N: -0.3767 -2.2229 0.4737
C: 0.1052 -3.2865 -0.2080
N: 0.1970 -4.3871 0.4988
C: 0.8180 -4.5177 3.8703
C: 1.9653 -5.2757 4.0648
C: 2.9251 -4.8797 4.9913
C: 2.7485 -3.7211 5.7242
C: 1.5966 -2.9588 5.5313
C: 0.6372 -3.3625 4.6181
C: 1.4109 -1.7159 6.2762
N: 2.1418 -1.2128 7.2106
N: 1.5587 0.0198 7.5311
C: 0.5322 0.1403 6.7591
O: 0.3621 -0.9266 5.9415
C: -0.3643 1.2865 6.6097
C: -0.2904 2.3320 7.5255
C: -1.0437 3.4736 7.3122
C: -1.8487 3.5744 6.1880
C: -1.9311 2.5261 5.2791
C: -2.7889 2.6947 4.0467
N: -2.5070 1.7329 3.0086
C: -1.6064 1.7938 2.0265
N: -1.6384 0.6889 1.3083
C: -2.6136 -0.0347 1.9075
N: -3.1562 0.5449 2.9506
C: -1.1950 1.3732 5.4982
H: 0.0294 -5.8897 2.4120
H: -1.2106 -4.9746 3.2800
H: -0.9566 -2.1604 2.5231
H: 0.3929 -3.2384 -1.2437
H: 2.1167 -6.1716 3.4769
H: 3.8166 -5.4751 5.1288
H: 3.4889 -3.3937 6.4393
H: -0.2504 -2.7578 4.4978
H: 0.3703 2.2506 8.3764
H: -0.9869 4.2963 8.0107
H: -2.4055 4.4860 6.0127
H: -2.6274 3.6893 3.6243
H: -3.8523 2.6014 4.2796
H: -0.9592 2.6392 1.8592
H: -2.9417 -0.9934 1.5477
H: -1.2100 0.5720 4.7755
Br: 6.9032 -2.1456 2.3306
C: 5.1870 -1.9212 1.5821
C: 4.0608 -2.2201 2.3302
C: 2.8284 -2.0149 1.7330
N: 2.6703 -1.5632 0.4983
C: 3.7588 -1.2704 -0.2005
C: 5.0491 -1.4326 0.2976
C: 3.5545 -0.6676 -1.5416
C: 4.5022 -0.8308 -2.5483
C: 4.2913 -0.1911 -3.7547
Br: 5.5386 -0.3824 -5.1546
C: 3.1627 0.5912 -3.9263
C: 2.2700 0.6656 -2.8678
N: 2.4450 0.0414 -1.7097
H: 4.1298 -2.5857 3.3446
H: 1.9206 -2.2099 2.2919
H: 5.9113 -1.1324 -0.2774
H: 5.3732 -1.4491 -2.3974
H: 2.9677 1.1262 -4.8432
H: 1.3775 1.2737 -2.9602
C: -1.9953 -1.3147 -3.8941
C: -1.2707 -0.2953 -3.0455
O: -0.5481 -0.7102 -2.1352
C: -1.4201 1.1315 -3.3450
C: -1.9485 1.4907 -4.6054
C: -2.0611 2.7970 -5.0147
C: -1.6455 3.8062 -4.1345
C: -1.1479 3.5111 -2.8964
C: -1.0143 2.1653 -2.4291
O: -0.5599 1.9474 -1.2626
H: -1.8940 -2.2872 -3.4187
H: -1.5577 -1.3617 -4.8927
H: -3.0503 -1.0658 -3.9882
H: -2.2629 0.7056 -5.2790
H: -2.4499 3.0415 -5.9929
H: -1.7178 4.8442 -4.4391
H: -0.8244 4.2920 -2.2215
C: -7.0362 2.2247 -0.4967
N: -6.3561 0.9828 -0.7940
C: -5.1511 0.7819 -1.3642
S: -4.3926 -0.7103 -1.1341
N: -4.5671 1.7420 -2.0844
C: -5.1378 2.9434 -2.6566
H: -7.7616 2.0163 0.2868
H: -7.5731 2.6383 -1.3534
H: -6.3434 2.9755 -0.1095
H: -6.7002 0.1531 -0.3443
H: -3.6213 1.5215 -2.3603
H: -5.2005 3.7687 -1.9439
H: -6.1247 2.7468 -3.0795
H: -4.4797 3.2465 -3.4685
O: 0.8167 0.2491 3.6166
C: 1.4698 1.0748 2.9828
N: 1.6738 1.0223 1.6442
S: 2.7035 2.1737 1.1439
O: 4.0271 1.6588 0.8765
O: 2.0753 2.9181 0.0822
C: 2.7620 3.0532 2.6702
C: 3.3984 4.2413 2.9732
C: 3.3187 4.6732 4.2913
C: 2.6353 3.9301 5.2507
C: 2.0096 2.7356 4.9219
C: 2.0809 2.3073 3.6062
H: 3.9307 4.8058 2.2216
H: 3.7938 5.6008 4.5822
H: 2.5948 4.2900 6.2697
H: 1.4827 2.1507 5.6611

Results of the Mulliken charge analysis, in e, for atoms 1 through 99: atom 1 (Ca): 3.0774, atom 2 (C): -1.5052, atom 3 (N): 1.2041, atom 4 (C): -0.8100, atom 5 (N): 0.2325, atom 6 (C): -0.8269, atom 7 (N): -1.0933, atom 8 (C): 0.9641, atom 9 (C): -0.7152, atom 10 (C): -0.8519, atom 11 (C): -0.8774, atom 12 (C): 0.1483, atom 13 (C): 0.1492, atom 14 (C): 0.3501, atom 15 (N): -0.5937, atom 16 (N): -0.5258, atom 17 (C): 0.8935, atom 18 (O): -0.1577, atom 19 (C): -0.3701, atom 20 (C): -0.6266, atom 21 (C): -0.8272, atom 22 (C): -0.8235, atom 23 (C): 0.8835, atom 24 (C): -1.5844, atom 25 (N): 0.9604, atom 26 (C): -0.8673, atom 27 (N): 0.4518, atom 28 (C): -1.0632, atom 29 (N): -0.9432, atom 30 (C): 0.2877, atom 31 (H): 0.3744, atom 32 (H): 0.3021, atom 33 (H): 0.4934, atom 34 (H): 0.6082, atom 35 (H): 0.4159, atom 36 (H): 0.4198, atom 37 (H): 0.5458, atom 38 (H): 0.7205, atom 39 (H): 0.4938, atom 40 (H): 0.4052, atom 41 (H): 0.4764, atom 42 (H): 0.4672, atom 43 (H): 0.3237, atom 44 (H): 0.5137, atom 45 (H): 0.8084, atom 46 (H): 0.6074, atom 47 (Br): -0.2022, atom 48 (C): -0.8756, atom 49 (C): -0.6210, atom 50 (C): -0.2518, atom 51 (N): 0.7851, atom 52 (C): 0.8118, atom 53 (C): -0.8072, atom 54 (C): 0.1551, atom 55 (C): -0.9678, atom 56 (C): -0.1355, atom 57 (Br): -0.1687, atom 58 (C): -1.0897, atom 59 (C): -0.7111, atom 60 (N): 0.4947, atom 61 (H): 0.5419, atom 62 (H): 0.6132, atom 63 (H): 0.5558, atom 64 (H): 0.6036, atom 65 (H): 0.5259, atom 66 (H): 0.7014, atom 67 (C): -2.1355, atom 68 (C): 0.4825, atom 69 (O): 0.0718, atom 70 (C): 0.4502, atom 71 (C): -0.4631, atom 72 (C): -1.1726, atom 73 (C): -0.4930, atom 74 (C): -0.8031, atom 75 (C): 0.6104, atom 76 (O): -0.5979, atom 77 (H): 0.3190, atom 78 (H): 0.4346, atom 79 (H): 0.4332, atom 80 (H): 0.3367, atom 81 (H): 0.3689, atom 82 (H): 0.3673, atom 83 (H): 0.4635, atom 84 (C): -0.9451, atom 85 (N): -0.2067, atom 86 (C): 0.6021, atom 87 (S): -0.5264, atom 88 (N): 0.1431, atom 89 (C): -0.9961, atom 90 (H): 0.3525, atom 91 (H): 0.2769, atom 92 (H): 0.2810, atom 93 (H): 0.2653, atom 94 (H): -0.1679, atom 95 (H): 0.2656, atom 96 (H): 0.3794, atom 97 (H): 0.2560, atom 98 (O): 0.2160, atom 99 (C): -0.6607